Below is a cluster of 6 separate species, C44H80NO19 in total in a non-equilibrium geometry, with properties calculated with ωB97M-V/def2-TZVPD.

Summary:
Spin multiplicity: 1
DFT total energy: -3208.5766 Ha
Kohn-Sham gap: 8.84 eV
E_LUMO: -0.0905 Eh
Net charge: +1

Last column: Löwdin charge in e.
Cartesian coordinates (Å):
C 3.88243 -2.09826 -1.92813  -0.103
C 4.09016 -0.51822 -2.08060  -0.254
C 3.99886 0.08931 -0.63323  -0.184
C 3.82831 1.64713 -0.55217  -0.110
N 2.61455 2.21291 -1.24109  -0.091
C 2.97577 2.70007 -2.62282  -0.104
C 1.77220 3.48469 -3.26498  -0.099
C 0.55131 2.46968 -3.32940  -0.237
C -0.63409 2.95061 -4.24205  -0.170
O -1.89301 2.45467 -3.77635  -0.179
C -2.72503 1.95440 -4.83826  -0.141
C -4.23069 2.25803 -4.43154  -0.160
O -4.94933 1.02426 -4.51726  -0.167
C -5.93120 0.90634 -3.47056  -0.150
C -6.16564 -0.64948 -3.24525  -0.174
O -6.12483 -0.93212 -1.83379  -0.179
C -5.81731 -2.34766 -1.72678  -0.261
C -6.45123 -2.89098 -0.39015  -0.075
C 0.12893 2.05376 -1.86866  -0.219
C -0.46064 3.21610 -0.98942  -0.058
C -1.52300 2.57011 -0.01465  -0.315
O -1.10191 1.79339 0.82547  0.063
C -3.04405 2.85509 -0.12942  -0.123
C -3.92451 1.89294 0.53215  0.000
C -5.36422 2.08910 0.47284  -0.059
C -5.92693 3.20715 -0.27552  -0.053
C -5.01526 4.19081 -0.96032  -0.051
C -3.56760 4.00703 -0.85633  -0.035
C 1.40093 1.34924 -1.21299  -0.072
H 2.76305 -2.24558 -1.90177  0.078
H 4.34281 -2.50685 -0.99884  0.080
H 4.21863 -2.61856 -2.86391  0.080
H 3.29045 -0.18388 -2.78707  0.077
H 5.07540 -0.32604 -2.59128  0.119
H 4.98562 -0.14002 -0.13494  0.133
H 3.23452 -0.44559 0.00038  0.123
H 3.78014 1.94080 0.53536  0.151
H 4.74955 2.13326 -0.96093  0.133
H 2.36668 3.07257 -0.72549  0.177
H 3.41552 1.90869 -3.27117  0.135
H 3.79010 3.46418 -2.45439  0.143
H 2.06618 3.89328 -4.26158  0.135
H 1.45679 4.33891 -2.60893  0.126
H 0.97124 1.53597 -3.81335  0.151
H -0.63983 4.06622 -4.43559  0.142
H -0.46153 2.48485 -5.25798  0.130
H -2.55333 2.44161 -5.83172  0.126
H -2.55936 0.84630 -4.92756  0.140
H -4.66032 3.00331 -5.16346  0.130
H -4.21730 2.71668 -3.41049  0.108
H -6.85973 1.42565 -3.83243  0.118
H -5.57607 1.32294 -2.49077  0.113
H -7.14040 -0.91406 -3.73420  0.131
H -5.33504 -1.21732 -3.73703  0.125
H -4.70058 -2.52008 -1.70702  0.127
H -6.24280 -2.87209 -2.62426  0.101
H -5.94495 -2.42916 0.49660  0.073
H -7.53236 -2.59746 -0.32557  0.082
H -6.32084 -4.00000 -0.33590  0.076
H -0.62689 1.22854 -1.97994  0.163
H 0.29105 3.82830 -0.43286  0.127
H -1.04572 3.88940 -1.67689  0.104
H -3.47907 1.03850 1.09337  0.119
H -6.06525 1.39940 0.98912  0.107
H -7.02431 3.35512 -0.35702  0.098
H -5.45538 5.05702 -1.50734  0.101
H -2.88253 4.74382 -1.33579  0.105
H 1.50812 0.37395 -1.74307  0.137
H 1.16205 1.14941 -0.13200  0.149
C 8.85340 1.13302 3.75217  -0.056
C 8.51365 0.56534 2.38841  -0.206
O 7.67863 1.46626 1.64170  0.020
C 8.30175 2.52115 1.10559  -0.603
O 9.47382 2.77244 1.18682  0.138
O 7.38096 3.27152 0.47779  -0.022
C 7.89830 4.49283 -0.05590  -0.043
H 7.94373 1.40300 4.29252  0.084
H 9.41459 0.40635 4.34194  0.074
H 9.45416 2.03968 3.66590  0.077
H 7.94354 -0.35555 2.51379  0.121
H 9.41186 0.31370 1.82101  0.128
H 8.75606 4.31050 -0.70287  0.099
H 8.16722 5.16836 0.75666  0.103
H 7.10958 4.95611 -0.64747  0.087
C -8.15276 4.14982 -3.16903  -0.069
C -8.00617 4.73300 -4.56072  -0.211
O -9.08021 5.62675 -4.86657  0.040
C -9.00384 6.83411 -4.29411  -0.599
O -8.12293 7.22007 -3.56651  0.116
O -10.08753 7.53084 -4.64879  0.009
C -10.18397 8.81096 -4.02138  -0.039
H -9.13165 3.68019 -3.05212  0.091
H -7.37502 3.40859 -2.97619  0.043
H -8.07773 4.92135 -2.40019  0.073
H -8.05241 3.92857 -5.29592  0.124
H -7.04248 5.23205 -4.68914  0.122
H -9.27930 9.39805 -4.17829  0.096
H -10.38177 8.68787 -2.95589  0.100
H -11.02248 9.33778 -4.47320  0.095
C -9.99567 -9.60429 -1.52404  -0.066
C -8.93468 -8.82747 -0.76950  -0.212
O -8.09424 -8.08624 -1.66458  0.034
C -8.62864 -6.96905 -2.16625  -0.601
O -9.72805 -6.53790 -1.93057  0.125
O -7.73518 -6.41948 -3.00134  0.000
C -8.22189 -5.26690 -3.68714  -0.050
H -9.53699 -10.23844 -2.28534  0.083
H -10.57310 -10.22985 -0.84137  0.082
H -10.68574 -8.93478 -2.03942  0.074
H -8.28426 -9.52477 -0.24070  0.122
H -9.37563 -8.16590 -0.02057  0.124
H -8.60804 -4.52387 -2.98851  0.092
H -8.99178 -5.55791 -4.40281  0.101
H -7.38909 -4.82683 -4.23429  0.088
C 8.64791 -5.76382 3.79907  -0.063
C 8.30123 -4.61220 4.72240  -0.210
O 9.47375 -4.07171 5.34537  0.023
C 10.23321 -3.28950 4.57325  -0.603
O 10.01849 -3.00077 3.42231  0.114
O 11.29310 -2.90123 5.29256  0.002
C 12.24771 -2.13796 4.55237  -0.036
H 9.22311 -6.52267 4.33291  0.085
H 7.74204 -6.22165 3.39795  0.081
H 9.26106 -5.42931 2.96093  0.074
H 7.66228 -4.97560 5.52805  0.123
H 7.74809 -3.82844 4.19983  0.123
H 11.77906 -1.28342 4.06395  0.088
H 12.74333 -2.77485 3.81887  0.102
H 12.99312 -1.77018 5.25523  0.096
C 3.74196 -2.33576 10.20045  -0.067
C 3.88680 -2.96981 8.83093  -0.215
O 5.03780 -2.46536 8.14083  0.029
C 6.21540 -2.95375 8.54909  -0.602
O 6.38284 -3.76654 9.42119  0.127
O 7.18096 -2.36203 7.83432  -0.001
C 8.50394 -2.72044 8.24164  -0.038
H 3.73452 -1.24688 10.11942  0.082
H 2.81789 -2.66262 10.68027  0.081
H 4.57645 -2.60196 10.85054  0.075
H 3.02144 -2.71083 8.21976  0.120
H 3.92359 -4.05968 8.89330  0.124
H 8.63692 -3.80179 8.24935  0.098
H 8.71573 -2.29982 9.22561  0.102
H 9.20106 -2.29266 7.52358  0.085